Computed, not measured: 15 unconnected molecules or ions with the total composition C49H117N11O27, with ωB97M-V/def2-TZVPD.

ORCA input file:
```
! wB97M-V def2-TZVPD RIJCOSX def2/J DEFGRID3
* xyz 0 1
C -0.51787 -0.11919 -4.66917
O 0.75302 -0.62538 -4.16707
C 0.57025 -1.93774 -3.75837
C 1.81369 -2.59571 -3.16175
O 2.14540 -2.05433 -1.88951
C 3.54391 -1.94601 -1.69785
C 3.79005 -0.98373 -0.53097
O 5.21402 -0.85717 -0.40420
C 5.58094 0.11863 0.52143
H -0.34214 0.72432 -5.38636
H -1.16970 0.18716 -3.82083
H -1.11815 -0.82992 -5.23146
H 0.39520 -2.59082 -4.60091
H -0.33608 -2.01013 -3.08955
H 2.64304 -2.49619 -3.84352
H 1.61715 -3.65095 -2.98652
H 4.01408 -1.43623 -2.58470
H 4.04572 -2.90426 -1.41178
H 3.45938 -1.28112 0.45484
H 3.38469 -0.04618 -0.86069
H 4.75395 0.23607 1.25916
H 5.53563 1.09777 0.06775
H 6.59735 -0.03094 0.90818
C -1.33647 -1.31537 -8.64832
O -1.77744 -0.08091 -8.03545
C -3.12742 0.22065 -8.26502
C -3.93119 0.07671 -6.98122
O -3.85928 -1.34105 -6.66360
C -4.45106 -1.57005 -5.39711
C -4.44651 -3.01438 -5.03551
O -3.06070 -3.39334 -5.04628
C -2.74798 -4.71051 -4.57547
H -2.10999 -2.08292 -8.32355
H -0.37422 -1.57379 -8.21900
H -1.23210 -1.19259 -9.72562
H -3.55029 -0.41142 -9.02804
H -3.18262 1.27471 -8.53586
H -4.95570 0.46749 -7.13929
H -3.40413 0.59523 -6.13240
H -5.46792 -1.08863 -5.28963
H -3.81105 -0.96444 -4.69837
H -4.98318 -3.69624 -5.72959
H -4.84374 -3.21304 -4.07061
H -1.69288 -4.62306 -4.39042
H -2.96373 -5.40588 -5.36714
H -3.34895 -5.03242 -3.69332
C 4.05246 -5.34704 4.80515
O 3.43071 -4.01733 4.70463
C 4.47971 -3.02380 4.78516
C 3.94283 -1.64448 4.53579
O 3.32765 -1.01437 5.68697
C 2.98399 0.33949 5.40954
C 2.13630 0.74083 6.58512
O 1.42921 1.98748 6.41068
C 2.31087 3.04818 6.39966
H 4.63024 -5.48456 5.74272
H 4.74859 -5.52789 3.97473
H 3.23903 -6.07272 4.75012
H 5.30152 -3.18806 4.06555
H 4.92203 -3.00510 5.83062
H 3.22002 -1.69710 3.72528
H 4.67449 -0.94761 4.12214
H 2.32583 0.56368 4.53024
H 3.86219 0.96651 5.43955
H 2.73578 0.85529 7.53458
H 1.37312 0.04460 6.94057
H 1.97118 3.76906 7.07235
H 2.21625 3.63301 5.46719
H 3.32775 2.72458 6.58212
C -6.81467 2.58002 0.96123
O -5.57888 2.11840 1.56187
C -4.32599 2.55218 0.97864
C -3.89557 1.62186 -0.18893
O -4.60714 2.07475 -1.39995
C -4.14924 1.43415 -2.60424
C -3.10781 2.12431 -3.44862
O -3.61316 3.36521 -4.03339
C -2.47742 4.18253 -4.43966
H -7.60047 2.25499 1.66345
H -6.92720 1.96964 0.03721
H -6.86913 3.65305 0.79710
H -3.66033 2.36800 1.86792
H -4.43232 3.58166 0.68611
H -4.21308 0.59869 -0.05793
H -2.83161 1.76854 -0.41881
H -5.07230 1.32376 -3.21817
H -3.75143 0.37492 -2.39696
H -2.66573 1.51117 -4.27346
H -2.20207 2.30560 -2.81927
H -1.80815 3.62100 -5.18576
H -1.84903 4.51793 -3.59354
H -2.92133 5.09623 -4.85860
C -3.32314 -4.36396 0.45739
N -3.53372 -3.42329 -0.65380
O -3.52715 -2.20035 -0.46637
O -3.90255 -3.91422 -1.72090
H -2.42134 -4.90254 0.17320
H -4.19183 -5.04554 0.53671
H -3.01018 -3.80845 1.33591
C 3.96369 3.11388 2.47961
N 2.64550 2.50429 2.28779
O 2.62414 1.27945 2.05520
O 1.65898 3.19950 2.44434
H 4.61354 2.62878 1.72473
H 4.26418 2.84856 3.45308
H 3.97082 4.21164 2.44432
C -1.06611 -0.88115 1.22612
N -0.19468 -1.75163 2.10029
O -0.67351 -2.84455 2.34971
O 0.89172 -1.36211 2.51429
H -1.12365 -1.45427 0.30310
H -0.44150 -0.00270 1.05916
H -1.99159 -0.57167 1.67089
C 2.43481 -0.26468 -6.93359
N 2.69279 -1.67558 -6.76920
O 1.91854 -2.51314 -7.25121
O 3.72476 -1.96322 -6.22790
H 2.65164 0.15700 -5.98883
H 1.33267 -0.15513 -7.22974
H 3.14254 0.00678 -7.69042
C -4.63486 -1.19696 2.71304
C -5.90874 -1.78354 2.17831
O -6.07231 -2.98528 2.10617
N -6.89302 -0.88415 1.93631
C -8.07669 -1.33977 1.23202
H -3.73759 -1.83603 2.78749
H -4.91892 -0.90362 3.73958
H -4.27286 -0.21359 2.26402
H -6.52457 0.02420 1.72531
H -8.88993 -1.68641 1.86728
H -7.89985 -2.14315 0.52360
H -8.54888 -0.45502 0.71011
C 2.92499 3.71297 -2.99431
C 2.27827 3.18266 -1.60103
O 2.52523 3.56591 -0.47776
N 1.48738 2.12125 -1.88161
C 0.59925 1.48144 -0.94769
H 3.88165 3.16311 -3.06682
H 3.15272 4.82069 -3.02373
H 2.38775 3.44444 -3.90549
H 1.44323 1.89993 -2.83903
H 1.06057 1.08072 -0.03948
H 0.00918 0.78824 -1.54460
H -0.11441 2.24704 -0.53961
C -1.37040 3.12188 3.82346
C -1.59277 1.65488 3.79355
O -2.28530 1.16380 2.94278
N -1.07945 1.03413 4.88144
C -1.28001 -0.38199 5.13581
H -2.25767 3.67074 3.56426
H -0.58541 3.47209 3.14553
H -1.06587 3.37991 4.80941
H -0.47369 1.59583 5.42613
H -2.03121 -0.58863 5.90459
H -0.34481 -0.84337 5.43194
H -1.61150 -0.78142 4.21739
C 0.02090 5.73466 0.50885
C -1.12084 5.51255 -0.45996
O -0.98986 4.75880 -1.37354
N -2.20945 6.25862 -0.26946
C -3.36374 6.20105 -1.14089
H -0.23270 6.35087 1.36224
H 0.83254 6.10984 -0.11382
H 0.32335 4.73414 0.91680
H -2.22417 6.80931 0.54600
H -4.15064 6.92278 -0.72743
H -3.78781 5.20551 -1.14927
H -3.16163 6.53229 -2.15894
C 2.45985 -4.24429 1.26976
C 1.62580 -5.25452 0.59820
O 1.53091 -6.40238 0.95848
N 0.96548 -4.82415 -0.59601
C 0.43045 -5.81713 -1.54991
H 2.35976 -3.23542 0.88272
H 3.50587 -4.51804 1.04549
H 2.28930 -4.42201 2.28490
H 1.20301 -3.91141 -0.98644
H -0.30485 -5.37238 -2.23154
H -0.05722 -6.63282 -1.01484
H 1.22824 -6.32408 -2.02961
C 7.97533 3.19522 -1.10543
C 7.01831 3.93225 -0.24490
O 6.77218 3.67306 0.92812
N 6.48243 5.01170 -0.88689
C 5.33202 5.64553 -0.23581
H 7.84104 3.47771 -2.08539
H 7.71665 2.17643 -0.97042
H 8.97111 3.36215 -0.68978
H 6.76623 5.21198 -1.82184
H 5.55478 5.61948 0.85194
H 4.35585 5.14441 -0.39271
H 5.26798 6.66241 -0.63511
C 3.01633 -2.75487 8.39034
C 1.50870 -2.85743 7.89356
O 0.64435 -2.35809 8.55848
N 1.29658 -3.51359 6.78414
C -0.00900 -3.90831 6.30764
H 3.18453 -3.48448 9.14849
H 3.11869 -1.74158 8.74492
H 3.73377 -2.96193 7.61006
H 2.09645 -3.89843 6.27277
H 0.05271 -4.41674 5.40422
H -0.62967 -2.99821 6.07445
H -0.63144 -4.43906 7.00320
*
```

Results
- HOMO energy: -9.0 eV
- ΔE to the lowest compared entry with this formula, charge and spin: 28.35 kcal/mol
- Total energy: -124367.3450 eV